Model A:
C3H3NO in the gas phase, computed with ωB97M-V/def2-TZVPD.

```
8
C3H3NO, DFT ωB97M-V/def2-TZVPD
O 0.60581 1.26214 -0.61144
C -0.48785 0.67272 0.12872
C -0.65765 -0.71074 -0.29581
N 0.47518 -1.08688 -0.85094
C 0.92552 0.04758 -0.07494
H -1.04924 1.28079 0.82848
H -1.42382 -1.36449 0.11810
H 1.59984 -0.11474 0.75794
```

Values from the calculation:
Spin multiplicity: 1
Frontier orbital gap, eV: 9.75

=====

Model B:
2 unconnected molecules or ions with the total composition C3H3NO, computed with ωB97M-V/def2-TZVPD.

```
8
C3H3NO, DFT ωB97M-V/def2-TZVPD
C -0.53000 -1.46753 0.11882
C -1.14518 -0.31371 0.19898
O -1.67424 0.72884 0.26427
H 0.50056 -1.47048 -0.21727
H -1.04002 -2.37911 0.39878
C 1.31841 1.61722 -0.21447
N 1.97684 0.68935 -0.40640
H 0.68917 2.46521 -0.03304
```

Values from the calculation:
Spin multiplicity: 1
Frontier orbital gap, eV: 10.24
SMILES string: C=C=O.C#N

=====

Model C:
C3H3NO in the gas phase, computed with ωB97M-V/def2-TZVPD.

```
8
C3H3NO, DFT ωB97M-V/def2-TZVPD
C 0.25953 -1.68023 -1.66827
C 0.03362 -0.93291 -0.75162
C -0.05646 -0.09768 0.47888
N -0.31207 1.11529 0.28338
O -0.22143 1.82616 1.41782
H 0.31120 -2.49121 -2.44546
H 0.05526 -0.56254 1.47734
H -0.06965 2.82312 1.20795
```

Values from the calculation:
Spin multiplicity: 1
Frontier orbital gap, eV: 10.35
SMILES string: C#C/C=N/O

=====

Model D:
C3H3NO in the gas phase, computed with ωB97M-V/def2-TZVPD.

```
8
C3H3NO, DFT ωB97M-V/def2-TZVPD
O 0.38298 0.91404 -0.24184
C -0.92773 0.28879 -0.01604
C -0.67260 -1.10654 0.44429
N 0.70138 -1.24968 0.33637
C 1.19550 -0.08280 -0.00904
H -1.53167 0.96939 0.59761
H -1.40492 0.13881 -0.99537
H 2.25706 0.12799 -0.11598
```

Values from the calculation:
Spin multiplicity: 1
Frontier orbital gap, eV: 8.35

=====

Verdict on stability: model B comes out on top.

=====

Model A:
C3H3NO in the gas phase, computed with ωB97M-V/def2-TZVPD.

```
8
C3H3NO, DFT ωB97M-V/def2-TZVPD
N -2.66272 -0.04234 -0.23299
C -1.43022 -0.44685 -0.20660
C 0.00782 -0.36063 0.27567
C 1.00261 0.53636 -0.17881
O 1.03139 -0.88712 -0.45734
H -0.00299 -0.69054 1.34810
H 1.59733 0.85768 0.46243
H 0.45679 1.03346 -1.01046
```

Values from the calculation:
Spin multiplicity: 1
Frontier orbital gap, eV: 11.53
SMILES string: N#C[C@@H]1CO1

=====

Model B:
C3H3NO in the gas phase, computed with ωB97M-V/def2-TZVPD.

```
8
C3H3NO, DFT ωB97M-V/def2-TZVPD
C -1.62097 -0.14616 -0.07369
C 0.95012 -0.33192 0.28296
C 0.56186 1.07539 0.00501
N -0.47044 0.05249 0.26607
O -2.77618 -0.21833 -0.19603
H 1.20175 -1.13954 -0.39401
H 1.29480 -0.58334 1.24199
H 0.85907 1.29140 -1.13230
```

Values from the calculation:
Spin multiplicity: 1
Frontier orbital gap, eV: 8.09

=====

Verdict on stability: model A comes out on top.

=====

Model A:
4 unconnected molecules or ions with the total composition C4H4Cl12, computed with ωB97M-V/def2-TZVPD.

```
20
C4H4Cl12, DFT ωB97M-V/def2-TZVPD
Cl -1.03061 -3.64358 6.29742
C -1.98455 -4.04338 7.73599
Cl -1.52703 -2.92446 9.07004
Cl -1.71355 -5.71263 8.26245
H -3.03780 -3.87302 7.51295
Cl -1.06103 -1.42042 -1.57378
C 0.42527 -1.99753 -0.79281
Cl 1.84656 -1.08856 -1.38249
Cl 0.62489 -3.74999 -0.95119
H 0.29032 -1.74132 0.25802
Cl -5.74634 4.31901 -2.43379
C -6.17977 3.40995 -3.92660
Cl -5.42008 4.10420 -5.38254
Cl -8.00113 3.43779 -4.10037
H -5.83319 2.37898 -3.85522
Cl 6.80835 3.92640 -3.57623
C 7.61276 2.42578 -2.98529
Cl 7.58701 2.32162 -1.17031
Cl 9.25138 2.30708 -3.60755
H 7.08863 1.56411 -3.39869
```

Values from the calculation:
Spin multiplicity: 1
Frontier orbital gap, eV: 11.54
SMILES string: ClC(Cl)Cl.ClC(Cl)Cl.ClC(Cl)Cl.ClC(Cl)Cl

=====

Model B:
4 unconnected molecules or ions with the total composition C4H4Cl12, computed with ωB97M-V/def2-TZVPD.

```
20
C4H4Cl12, DFT ωB97M-V/def2-TZVPD
Cl -2.18921 2.83917 -2.53331
C -0.62304 2.85049 -1.77043
Cl 0.42935 1.66334 -2.44091
Cl -0.85898 2.50923 0.00213
H -0.25798 3.89312 -1.85586
Cl -1.36180 -1.21624 1.01739
C 0.17519 -0.99943 0.09003
Cl 0.48372 -2.26286 -1.08232
Cl 1.61723 -0.80275 1.10522
H -0.04631 -0.00213 -0.36065
Cl -0.79389 -5.70274 0.32385
C -2.15542 -4.74379 0.95326
Cl -3.14967 -5.70313 2.11095
Cl -3.22108 -4.19991 -0.36535
H -1.74706 -3.94599 1.59843
Cl 4.08771 2.04112 0.70376
C 2.69175 3.05917 0.63709
Cl 2.85946 4.37358 -0.54850
Cl 2.26664 3.80679 2.16809
H 1.79338 2.54298 0.24713
```

Values from the calculation:
Spin multiplicity: 1
Frontier orbital gap, eV: 11.30
SMILES string: ClC(Cl)Cl.ClC(Cl)Cl.ClC(Cl)Cl.ClC(Cl)Cl

=====

Model C:
4 unconnected molecules or ions with the total composition C4H4Cl12, computed with ωB97M-V/def2-TZVPD.

```
20
C4H4Cl12, DFT ωB97M-V/def2-TZVPD
Cl -2.30605 1.61091 -2.22698
C -2.60678 3.32338 -2.09492
Cl -4.03558 3.78111 -3.02430
Cl -1.18667 4.23667 -2.60906
H -2.78940 3.55852 -1.06006
Cl 0.18756 -2.20188 -0.35269
C -1.54771 -2.49285 -0.13525
Cl -2.48017 -1.63031 -1.37106
Cl -2.05922 -1.99791 1.50692
H -1.75228 -3.54717 -0.24166
Cl 1.18049 1.31842 -1.18991
C 0.14141 1.25348 0.23690
Cl -0.40208 2.86073 0.73184
Cl 0.95454 0.46332 1.57880
H -0.72943 0.66115 -0.01018
Cl 3.05588 -3.76455 2.17813
C 3.80723 -2.16025 2.03834
Cl 4.83092 -2.07083 0.60975
Cl 4.70531 -1.78220 3.51105
H 3.03204 -1.41974 1.92435
```

Values from the calculation:
Spin multiplicity: 1
Frontier orbital gap, eV: 11.48
SMILES string: ClC(Cl)Cl.ClC(Cl)Cl.ClC(Cl)Cl.ClC(Cl)Cl

=====

Verdict on stability: model C comes out on top.

=====

Model A:
2 unconnected molecules or ions with the total composition C2HNOS2, computed with ωB97M-V/def2-TZVPD.

```
7
C2HNOS2, DFT ωB97M-V/def2-TZVPD
C 0.15647 -1.49488 0.07920
C 3.01823 -0.40761 1.03803
N 0.12601 -0.33701 -0.17560
O 0.37157 -2.59874 0.26517
S 3.34584 0.91713 0.02428
S 3.64337 -1.15416 -0.35130
H 0.10902 0.40551 0.41608
```

Values from the calculation:
Spin multiplicity: 1
Frontier orbital gap, eV: 8.41

=====

Model B:
C2HNOS2 in the gas phase, computed with ωB97M-V/def2-TZVPD.

```
7
C2HNOS2, DFT ωB97M-V/def2-TZVPD
N -2.49474 -0.14356 1.69902
C -1.48691 -0.21155 1.20067
S -0.06871 -0.80870 0.48563
C 0.53833 0.62381 -0.45697
O 0.29601 1.78598 -0.34496
S 1.64336 -0.00570 -1.66711
H 1.57266 -1.24028 -0.91629
```

Values from the calculation:
Spin multiplicity: 1
Frontier orbital gap, eV: 10.05
SMILES string: N#CSC(=O)S

=====

Verdict on stability: model B comes out on top.

=====

Model A:
5 unconnected molecules or ions with the total composition C2H12NO2S, computed with ωB97M-V/def2-TZVPD.

```
18
C2H12NO2S, DFT ωB97M-V/def2-TZVPD
C 2.14863 0.71481 -1.94044
C 2.76900 0.75379 -0.74624
S -0.57394 0.37943 1.47054
N -2.30840 -1.69416 -0.61626
H 2.32815 1.32084 -2.81911
H 1.37210 -0.04115 -2.04987
H 2.78116 -0.13757 -0.11239
H 3.22391 1.64236 -0.32102
H -1.25924 0.21191 2.62125
H -3.04806 -1.00882 -0.58201
H -1.77239 -1.74682 0.22926
H -2.62653 -2.61570 -0.89474
H -3.63207 1.94610 -0.38905
H -2.44177 1.09595 0.15658
O -3.19347 1.09343 -0.44949
H 2.43123 -0.93457 2.81222
H 1.44303 -0.34010 1.73244
O 2.35865 -0.63973 1.89833
```

Values from the calculation:
Spin multiplicity: 1
Total charge: +1
Frontier orbital gap, eV: 3.38

=====

Model B:
3 unconnected molecules or ions with the total composition C2H12NO2S, computed with ωB97M-V/def2-TZVPD.

```
18
C2H12NO2S, DFT ωB97M-V/def2-TZVPD
C -0.31703 1.08367 0.90513
C -1.25451 -0.17863 0.99984
S -1.02984 -1.21752 2.38935
N 0.76966 0.57831 -0.04235
H -0.75400 1.88365 0.38334
H 0.07815 1.22095 1.85097
H -2.20991 0.38882 1.34300
H -1.03419 -0.73841 0.18611
H -1.39172 -2.47608 1.96338
H 1.54866 1.29637 -0.24869
H 0.96665 -0.37956 0.11486
H 0.34903 0.68743 -1.10958
H 2.04326 -2.42806 -0.97108
H 1.90091 -2.89577 0.47695
O 1.49732 -2.30839 -0.13281
H -0.94825 2.34539 -2.50966
H 0.05476 1.45329 -3.25351
O -0.26894 1.68453 -2.34526
```

Values from the calculation:
Spin multiplicity: 1
Total charge: +1
Frontier orbital gap, eV: 9.14

=====

Verdict on stability: model B comes out on top.

=====

Model A:
4 unconnected molecules or ions with the total composition H7O4, computed with ωB97M-V/def2-TZVPD.

```
11
H7O4, DFT ωB97M-V/def2-TZVPD
O 0.37781 0.17445 -1.30334
H 0.21000 1.00569 -1.75137
O -2.63831 -0.30850 -0.41569
H -1.87588 0.04603 -0.90977
H -2.18488 -0.89228 0.21463
O 0.93628 -1.39224 0.67307
H 1.43400 -2.16764 0.41182
H 0.70570 -0.86963 -0.14389
O 1.24838 1.60736 1.15438
H 0.60284 1.54654 0.42507
H 1.62660 0.72120 1.01204
```

Values from the calculation:
Spin multiplicity: 1
Total charge: -1
Frontier orbital gap, eV: 8.50

=====

Model B:
4 unconnected molecules or ions with the total composition H7O4, computed with ωB97M-V/def2-TZVPD.

```
11
H7O4, DFT ωB97M-V/def2-TZVPD
O 0.30662 -0.29024 0.82863
H 1.18193 -0.76579 0.59771
O 1.60564 2.12749 1.71815
H 0.99079 1.32588 1.68477
H 2.25907 1.81163 1.04575
O -0.24374 0.84553 -1.82709
H -0.48724 0.08118 -2.36638
H 0.00570 0.46244 -0.90683
O -2.14243 -1.63510 -0.46350
H -1.34165 -1.33686 0.02941
H -2.13470 -2.62617 -0.34061
```

Values from the calculation:
Spin multiplicity: 1
Total charge: -1
Frontier orbital gap, eV: 8.45

=====

Model C:
4 unconnected molecules or ions with the total composition H7O4, computed with ωB97M-V/def2-TZVPD.

```
11
H7O4, DFT ωB97M-V/def2-TZVPD
O 0.80054 -0.60138 -0.90683
H 0.62818 -1.49797 -1.10803
O 1.03332 -1.56844 2.26654
H 1.13655 -1.49223 1.29173
H 0.76159 -0.66249 2.46320
O -0.12264 1.90569 -0.02447
H 0.42031 2.56942 -0.40361
H 0.42688 1.11267 -0.31916
O -2.08161 -0.02607 -1.09344
H -1.27212 -0.56011 -1.20786
H -1.73100 0.82092 -0.95806
```

Values from the calculation:
Spin multiplicity: 1
Total charge: -1
Frontier orbital gap, eV: 8.13

=====

Verdict on stability: model A comes out on top.

=====

Model A:
2 unconnected molecules or ions with the total composition CH4OP2, computed with ωB97M-V/def2-TZVPD.

```
8
CH4OP2, DFT ωB97M-V/def2-TZVPD
C 0.80567 -1.21306 -0.80512
P 0.05782 -0.08015 0.15676
H 1.82705 -1.35436 -0.72324
H 0.43286 -1.72665 -1.65745
H -1.15554 -0.53638 -0.26332
O -2.06375 3.92411 -1.35014
P -1.29700 3.67163 -0.14632
H -2.08083 4.38236 1.01757
```

Values from the calculation:
Spin multiplicity: 1
Frontier orbital gap, eV: 8.61
SMILES string: C=P.O=P

=====

Model B:
CH4OP2 in the gas phase, computed with ωB97M-V/def2-TZVPD.

```
8
CH4OP2, DFT ωB97M-V/def2-TZVPD
O -2.82509 0.48312 0.58636
P -1.92063 0.13151 -0.51974
C -0.39600 -0.73322 0.31889
P 0.97089 0.56866 -0.10430
H -0.65683 -0.79250 1.32587
H -0.09167 -1.64304 -0.13486
H 1.40449 0.53976 -1.48553
H 0.00906 1.61311 -0.43485
```

Values from the calculation:
Spin multiplicity: 1
Frontier orbital gap, eV: 8.69
SMILES string: O=PCP

=====

Verdict on stability: model B comes out on top.

=====

Model A:
C3H4NP in the gas phase, computed with ωB97M-V/def2-TZVPD.

```
9
C3H4NP, DFT ωB97M-V/def2-TZVPD
C 0.32203 -1.42490 0.12736
N 1.08505 -0.45337 0.38064
C 0.45161 0.79381 0.10762
C -0.93763 0.56062 -0.39471
P -1.35190 -1.06400 -0.51581
H 0.53987 -2.54414 0.46012
H 1.04428 1.38654 -0.59520
H 0.43304 1.35590 1.04861
H -1.58635 1.38955 -0.61863
```

Values from the calculation:
Spin multiplicity: 1
Frontier orbital gap, eV: 9.55
SMILES string: C1=NCC=P1

=====

Model B:
C3H4NP in the gas phase, computed with ωB97M-V/def2-TZVPD.

```
9
C3H4NP, DFT ωB97M-V/def2-TZVPD
C 0.91511 0.60958 1.71810
C 0.04248 0.47214 -1.10711
C -0.89006 -1.79915 -1.08727
N -0.47704 -0.61900 -0.91551
P 0.57741 1.57982 0.32493
H 1.00078 1.21481 2.63262
H 0.17582 0.83428 -2.16667
H -1.99246 -1.85039 -0.99703
H 0.64795 -0.44209 1.59795
```

Values from the calculation:
Spin multiplicity: 1
Frontier orbital gap, eV: 8.09

=====

Model C:
2 unconnected molecules or ions with the total composition C3H4NP, computed with ωB97M-V/def2-TZVPD.

```
9
C3H4NP, DFT ωB97M-V/def2-TZVPD
C -1.07251 -0.67985 0.16401
C -0.10427 -0.23552 -0.66325
C 0.54910 -0.46349 1.76525
N -0.66973 -0.76792 1.50206
P 1.45899 -0.19376 0.27770
H -2.15136 -0.68034 -0.01999
H -0.64856 -0.04646 -3.47941
H 0.82742 -0.72846 2.86031
H 1.79085 1.16818 0.68607
```

Values from the calculation:
Spin multiplicity: 1
Frontier orbital gap (spin up / spin down), eV: 9.58 / 8.24

=====

Verdict on stability: model A comes out on top.